Computed, not measured: a cluster of 2 separate species, C3H11NOS2 in total at a distorted geometry, with the ωB97M-V functional and the def2-TZVPD basis.

Results
* LUMO level: 0.285 eV
* frontier orbital gap: 9.11 eV
* E: -1047.22670 a.u.
* HOMO: -8.825 eV
* relative energy (zero: lowest compared OMol25 entry of this formula, charge and spin): 25.5 kcal per mole

Geometry as ORCA input:
```
! wB97M-V def2-TZVPD RIJCOSX def2/J DEFGRID3
* xyz 0 1
N 0.77 -2.09 0.21
C -0.44 -1.22 0.34
C -1.09 -1.06 -1.09
C -0.14 0.25 0.90
S 1.34 0.18 2.04
S 2.30 1.93 1.31
H 0.43 -2.94 -0.15
H 1.10 -2.24 1.23
H -1.18 -1.72 0.94
H -0.25 -0.90 -1.76
H -1.58 -2.14 -1.29
H -2.00 -0.44 -1.12
H 0.06 0.89 -0.04
H -1.05 0.65 1.45
H 3.19 1.18 0.61
H -0.98 3.66 -1.58
H 0.21 3.13 -1.01
O -0.70 2.89 -1.00
*
```

=====

Computed, not measured: a cluster of 2 separate species, C3H11NOS2 in total at a distorted geometry, with the ωB97M-V functional and the def2-TZVPD basis.

Results
* LUMO level: 0.638 eV
* frontier orbital gap: 8.47 eV
* E: -1047.22197 a.u.
* HOMO: -7.828 eV
* relative energy (zero: lowest compared OMol25 entry of this formula, charge and spin): 28.5 kcal per mole

Geometry as ORCA input:
```
! wB97M-V def2-TZVPD RIJCOSX def2/J DEFGRID3
* xyz 0 1
N -2.07 0.58 -2.53
C -1.37 1.02 -1.29
C -0.01 0.25 -1.03
S 0.40 0.35 0.80
S -0.60 -1.23 1.43
C -0.21 -1.25 3.26
H -2.50 -0.27 -2.59
H -1.50 0.62 -3.43
H -1.31 2.12 -1.48
H -1.94 0.69 -0.42
H -0.11 -0.76 -1.35
H 0.74 0.65 -1.72
H -0.65 -2.16 3.67
H 0.87 -1.32 3.45
H -0.58 -0.30 3.58
H 3.81 -0.15 -0.69
H 3.22 0.47 0.53
O 3.79 0.70 -0.20
*
```

=====

Computed, not measured: the molecule C3H11NOSi at a distorted geometry, with the ωB97M-V functional and the def2-TZVPD basis.

Results
* LUMO level: 0.933 eV
* frontier orbital gap: 9.87 eV
* E: -540.38302 a.u.
* HOMO: -8.937 eV
* relative energy (zero: lowest compared OMol25 entry of this formula, charge and spin): 5.2 kcal per mole

Geometry as ORCA input:
```
! wB97M-V def2-TZVPD RIJCOSX def2/J DEFGRID3
* xyz 0 1
C 2.50 -1.13 -0.10
C 0.00 2.19 -0.18
C -2.45 -0.63 -0.03
N -1.05 -0.73 -0.36
O 1.69 0.06 -0.20
Si 0.15 0.33 0.26
H 3.37 -0.91 0.71
H 2.94 -1.14 -1.03
H 2.06 -2.11 0.20
H -0.50 2.31 -1.02
H -0.41 2.66 0.61
H 0.97 2.65 -0.32
H -3.16 -0.81 -0.99
H -2.80 -1.58 0.67
H -2.60 0.27 0.55
H -0.86 -1.69 -0.47
H 0.15 0.25 1.71
*
```

=====

Computed, not measured: a cluster of 2 separate species, C3H11NP in total at a distorted geometry, with the ωB97M-V functional and the def2-TZVPD basis.

Results
* LUMO level (spin up / spin down): -4.909 / -5.164 eV
* frontier orbital gap (spin up / spin down): 8.79 / 7.67 eV
* E: -516.59767 a.u.
* HOMO (spin up / spin down): -13.696 / -12.838 eV
* relative energy (zero: lowest compared OMol25 entry of this formula, charge and spin): 136.2 kcal per mole

Geometry as ORCA input:
```
! wB97M-V def2-TZVPD RIJCOSX def2/J DEFGRID3
* xyz 1 1
C -1.38 -0.14 -1.02
C -0.70 -1.73 0.72
C 0.73 0.16 0.40
N -0.66 -0.32 0.23
P 1.63 2.97 0.00
H -1.00 -0.90 -1.66
H -2.46 -0.38 -0.87
H -1.45 0.87 -1.46
H -0.43 -1.68 1.76
H -1.73 -2.25 0.63
H 0.05 -2.43 0.30
H 1.36 -0.25 -0.29
H 1.07 0.02 1.39
H -1.27 0.21 0.81
H 2.59 2.73 1.01
H 2.68 2.77 -1.00
*
```

=====

Computed, not measured: a structure of composition C3H11NP2Si at a distorted geometry, with the ωB97M-V functional and the def2-TZVPD basis.

Results
* LUMO level: -0.250 eV
* frontier orbital gap: 6.33 eV
* E: -1147.74891 a.u.
* HOMO: -6.577 eV
* relative energy (zero: lowest compared OMol25 entry of this formula, charge and spin): 36.2 kcal per mole

Geometry as ORCA input:
```
! wB97M-V def2-TZVPD RIJCOSX def2/J DEFGRID3
* xyz 0 1
C -0.52 -1.20 0.85
C -1.81 1.81 0.41
C -1.49 -0.35 -2.03
N 2.59 0.27 0.68
Si -0.96 0.20 -0.35
P 1.82 1.17 -0.32
P 4.26 -0.25 0.53
H -1.25 -1.85 0.37
H 0.44 -1.68 0.64
H -0.79 -1.10 1.90
H -1.46 2.80 0.10
H -2.85 1.70 0.43
H -1.60 1.77 1.48
H -2.17 -1.20 -1.94
H -2.09 0.29 -2.62
H -0.65 -0.61 -2.56
H 3.88 -1.54 0.61
H 4.65 -0.22 1.82
*
```

=====

Computed, not measured: a cluster of 2 separate species, C3H11NS in total, with the ωB97M-V functional and the def2-TZVPD basis.

Results
* LUMO level (spin up / spin down): 3.789 / 3.637 eV
* expectation value of S²: 0.750
* frontier orbital gap (spin up / spin down): 2.64 / 8.84 eV
* E: -573.76797 a.u.
* HOMO (spin up / spin down): 1.152 / -5.203 eV
* relative energy (zero: lowest compared OMol25 entry of this formula, charge and spin): 13.0 kcal per mole

Geometry as ORCA input:
```
! wB97M-V def2-TZVPD RIJCOSX def2/J DEFGRID3
* xyz -1 2
S -1.24 -2.46 0.65
H -0.58 -2.48 1.80
C -1.47 1.40 -0.21
C -0.10 0.91 0.27
N 0.35 -0.24 -0.51
C 1.76 -0.58 -0.32
H -2.19 0.59 -0.11
H -1.79 2.19 0.47
H -1.38 1.76 -1.23
H 0.62 1.74 0.20
H -0.14 0.61 1.32
H 0.21 -0.01 -1.50
H -0.41 -1.36 0.02
H 2.41 0.30 -0.42
H 2.10 -1.29 -1.07
H 1.85 -1.08 0.64
*
```

=====

Computed, not measured: a cluster of 2 separate species, C3H11NS in total at a distorted geometry, with the ωB97M-V functional and the def2-TZVPD basis.

Results
* LUMO level: 0.746 eV
* frontier orbital gap: 10.05 eV
* E: -573.78402 a.u.
* HOMO: -9.307 eV
* relative energy (zero: lowest compared OMol25 entry of this formula, charge and spin): 29.8 kcal per mole

Geometry as ORCA input:
```
! wB97M-V def2-TZVPD RIJCOSX def2/J DEFGRID3
* xyz 0 1
C -1.21 -2.03 0.65
S 0.33 -2.86 0.12
H -1.00 -1.56 1.66
H -1.66 -1.37 -0.13
H -1.96 -2.82 0.80
C 0.80 2.13 -1.29
C 0.95 1.16 0.06
N -0.32 1.25 0.88
H 1.58 2.85 -1.49
H 0.73 1.54 -2.20
H 0.00 2.78 -1.14
H 1.34 0.12 -0.28
H 1.71 1.49 0.70
H -0.07 0.63 1.67
H -0.95 0.58 0.48
H -0.27 -3.91 -0.48
*
```

=====

Computed, not measured: a cluster of 2 separate species, C3H11NS in total at a distorted geometry, with the ωB97M-V functional and the def2-TZVPD basis.

Results
* LUMO level: 0.709 eV
* frontier orbital gap: 8.31 eV
* E: -573.79236 a.u.
* HOMO: -7.597 eV
* relative energy (zero: lowest compared OMol25 entry of this formula, charge and spin): 24.6 kcal per mole

Geometry as ORCA input:
```
! wB97M-V def2-TZVPD RIJCOSX def2/J DEFGRID3
* xyz 0 1
C 0.68 2.86 0.23
S 1.73 1.37 0.08
H -0.32 2.67 -0.17
H 0.55 3.14 1.28
H 1.09 3.68 -0.36
C -0.33 -1.58 1.12
N 0.19 -1.12 -0.17
C -0.79 -1.12 -1.26
H 0.53 -1.75 1.77
H -0.97 -0.81 1.53
H -0.90 -2.50 1.02
H 0.98 -1.68 -0.45
H 0.72 0.18 -0.06
H -1.36 -2.05 -1.25
H -0.30 -0.98 -2.21
H -1.49 -0.30 -1.11
*
```